Entry 1:
Formula: C21H58O11
Source: the Open Molecules 2025 dataset
Level of theory: ωB97M-V with the def2-TZVPD basis set

Computed properties:
HOMO energy: -10.00 eV
energy relative to the best compared isomer or geometry (same formula, charge and spin): 239.4 kJ/mol
E_LUMO: 0.2 eV

```
! RIJCOSX wB97M-V def2-TZVPD def2/J DEFGRID3
* xyz 0 1
C 5.725 -7.647 -8.568
C 4.338 -7.331 -7.982
C 3.417 -6.967 -9.154
O 3.806 -8.319 -7.195
H 6.307 -6.726 -8.593
H 5.713 -8.116 -9.552
H 6.316 -8.379 -8.018
H 4.394 -6.500 -7.279
H 2.408 -7.368 -9.062
H 3.672 -7.410 -10.117
H 3.183 -5.918 -9.336
H 4.246 -8.588 -6.385
C 1.940 -4.713 8.162
C 0.551 -4.110 8.646
C 0.373 -2.664 8.183
O -0.478 -4.830 8.091
H 2.145 -5.763 8.373
H 2.745 -4.108 8.581
H 2.000 -4.666 7.075
H 0.512 -4.144 9.735
H 1.196 -2.079 8.593
H -0.567 -2.372 8.651
H 0.324 -2.497 7.107
H -0.178 -5.351 7.343
C 2.534 8.393 1.680
C 2.894 8.233 0.147
C 3.744 9.378 -0.404
O 3.697 7.079 -0.056
H 3.341 8.462 2.408
H 1.982 7.565 2.125
H 1.936 9.303 1.710
H 1.939 8.157 -0.373
H 3.032 10.166 -0.646
H 4.360 9.148 -1.273
H 4.507 9.670 0.318
H 3.123 6.325 0.098
C -4.740 4.458 -4.274
C -5.460 4.943 -2.986
C -7.003 4.956 -2.913
O -4.936 4.120 -1.970
H -5.369 3.664 -4.677
H -3.663 4.333 -4.158
H -4.777 5.228 -5.045
H -5.074 5.942 -2.780
H -7.390 5.559 -3.734
H -7.377 5.300 -1.948
H -7.350 3.929 -3.027
H -4.161 3.758 -2.406
C 0.874 -1.295 0.138
C 1.689 -0.418 -0.830
C 1.808 -0.999 -2.195
O 1.117 0.854 -0.817
H 1.095 -2.362 0.091
H -0.195 -1.258 -0.071
H 1.037 -0.961 1.162
H 2.675 -0.324 -0.373
H 2.046 -0.206 -2.905
H 0.826 -1.360 -2.501
H 2.542 -1.800 -2.279
H 0.594 0.825 -0.012
O -5.413 1.153 2.643
C -4.636 1.336 3.869
C -4.767 2.728 4.329
O -3.986 3.590 3.562
H -5.101 1.819 2.026
H -5.081 0.663 4.602
H -3.593 1.072 3.694
H -4.377 2.762 5.347
H -5.818 3.011 4.370
H -4.182 3.354 2.652
O -8.576 -2.377 -0.656
C -9.091 -1.645 -1.697
C -8.084 -1.633 -2.814
O -6.773 -1.213 -2.474
H -8.285 -1.750 0.009
H -10.064 -2.081 -1.924
H -9.160 -0.602 -1.386
H -8.635 -1.097 -3.587
H -7.961 -2.679 -3.096
H -6.469 -1.796 -1.775
O 6.917 -2.569 2.114
C 7.198 -1.761 3.265
C 8.692 -1.750 3.470
O 9.396 -1.244 2.287
H 7.393 -2.198 1.368
H 6.802 -0.789 2.972
H 6.642 -2.157 4.115
H 9.017 -2.782 3.601
H 8.861 -1.245 4.420
H 9.148 -0.324 2.173
*
```



Entry 2:
Formula: C21H59CdFN8O5P2
Source: the Open Molecules 2025 dataset
Level of theory: ωB97M-V with the def2-TZVPD basis set

Computed properties:
HOMO energy: -12.96 eV
E_LUMO: -4.6 eV

```
! RIJCOSX wB97M-V def2-TZVPD def2/J DEFGRID3
* xyz 2 1
Cd -1.636 -0.759 0.626
C -0.933 6.191 0.260
O -0.259 5.444 1.267
C -1.177 4.808 2.111
C -0.359 4.039 3.128
N 0.542 3.104 2.400
H 0.081 2.392 1.806
H 1.002 3.737 1.724
C 1.622 2.444 3.196
C 2.749 3.397 3.457
O 3.149 4.067 2.273
C 3.811 3.215 1.341
H -1.550 5.510 -0.333
H -0.203 6.678 -0.382
H -1.545 6.988 0.689
H -1.838 4.138 1.539
H -1.874 5.482 2.620
H -0.945 3.524 3.882
H 0.276 4.787 3.603
H 1.908 1.613 2.548
H 1.164 1.926 4.037
H 3.632 2.967 3.939
H 2.492 4.223 4.124
H 3.227 2.318 1.128
H 4.750 2.884 1.800
H 4.063 3.781 0.452
F -0.455 0.919 1.076
C -1.087 -1.788 3.589
O -1.583 -1.574 2.480
N -1.231 -2.904 4.282
C -0.495 -3.186 5.502
C -1.993 -4.007 3.715
H -0.444 -1.061 4.098
H -0.101 -4.199 5.464
H -1.124 -3.076 6.384
H 0.362 -2.519 5.607
H -2.902 -4.166 4.298
H -2.388 -3.725 2.739
H -1.427 -4.920 3.550
O -0.033 -2.164 0.130
P 1.286 -2.824 -0.093
N 1.365 -4.414 0.348
C 0.225 -5.262 -0.017
C 2.654 -5.109 0.428
N 2.583 -2.143 0.689
C 3.008 -0.778 0.361
C 2.753 -2.380 2.114
N 1.675 -2.701 -1.706
C 0.609 -2.809 -2.699
C 3.031 -2.792 -2.260
H 0.400 -5.697 -1.009
H -0.739 -4.785 0.118
H 0.247 -6.162 0.606
H 2.515 -6.171 0.245
H 3.081 -4.989 1.423
H 3.370 -4.726 -0.298
H 2.248 -0.081 0.752
H 3.937 -0.557 0.881
H 3.043 -0.598 -0.711
H 2.352 -3.336 2.452
H 3.783 -2.249 2.437
H 2.122 -1.669 2.682
H -0.268 -2.251 -2.381
H 0.966 -2.479 -3.675
H 0.329 -3.858 -2.861
H 3.720 -2.454 -1.490
H 3.131 -2.129 -3.119
H 3.270 -3.814 -2.556
O -2.252 -0.189 -1.387
P -2.273 0.542 -2.688
N -0.742 0.882 -3.231
C -0.449 1.405 -4.559
C 0.395 0.811 -2.310
N -3.075 2.004 -2.504
C -3.505 2.746 -3.685
C -2.797 2.788 -1.304
N -3.047 -0.208 -3.930
C -2.391 -1.313 -4.636
C -4.506 -0.230 -4.019
H -1.141 1.120 -5.347
H 0.577 1.162 -4.835
H -0.454 2.504 -4.512
H 0.069 1.034 -1.293
H 1.170 1.506 -2.636
H 0.873 -0.174 -2.309
H -4.588 2.875 -3.724
H -3.077 3.755 -3.653
H -3.127 2.288 -4.595
H -3.638 3.471 -1.182
H -2.793 2.139 -0.430
H -1.835 3.303 -1.393
H -2.336 -1.100 -5.704
H -1.394 -1.488 -4.242
H -2.972 -2.222 -4.467
H -4.926 0.561 -3.407
H -4.910 -1.213 -3.765
H -4.796 -0.067 -5.061
*
```



Entry 3:
Formula: C21H59N7O6
Source: the Open Molecules 2025 dataset
Level of theory: ωB97M-V with the def2-TZVPD basis set

Computed properties:
HOMO energy: -6.00 eV
energy relative to the best compared isomer or geometry (same formula, charge and spin): 1911.0 kJ/mol
E_LUMO: 0.4 eV

```
! RIJCOSX wB97M-V def2-TZVPD def2/J DEFGRID3
* xyz 0 1
C 4.147 -9.828 16.568
C 3.059 -10.473 17.394
C 1.731 -9.974 16.864
O 0.664 -10.549 17.571
C -0.544 -9.897 17.281
N 3.047 -11.933 17.213
H 4.318 -8.822 16.950
H 4.096 -9.872 15.480
H 5.118 -10.288 16.752
H 3.216 -10.363 18.467
H 1.589 -10.099 15.791
H 1.765 -8.928 17.167
H -0.936 -10.341 16.366
H -0.579 -8.840 17.015
H -1.292 -10.020 18.064
H 2.086 -12.043 16.923
H 3.024 -12.379 18.119
C -2.274 -6.673 17.476
C -1.511 -6.297 18.694
C -0.365 -7.215 19.194
O -0.896 -8.380 19.860
C 0.042 -9.366 20.313
N -1.082 -4.948 18.486
H -2.424 -7.752 17.442
H -1.707 -6.427 16.578
H -3.198 -6.095 17.464
H -2.116 -6.279 19.601
H 0.272 -6.727 19.931
H 0.210 -7.455 18.300
H -0.531 -10.266 20.539
H 0.523 -8.944 21.195
H 0.831 -9.572 19.590
H -0.972 -4.555 19.410
H -1.701 -4.382 17.924
C 7.809 -6.377 20.422
C 7.175 -7.140 19.214
C 5.716 -6.717 18.952
O 5.220 -6.995 17.748
C 5.381 -5.894 16.866
N 8.017 -7.034 18.044
H 7.069 -5.970 21.112
H 8.231 -5.418 20.124
H 8.621 -6.928 20.895
H 7.152 -8.198 19.472
H 5.629 -5.691 19.310
H 5.085 -7.258 19.657
H 6.390 -5.859 16.454
H 5.185 -4.933 17.340
H 4.696 -6.117 16.048
H 7.403 -7.134 17.249
H 8.428 -6.112 18.002
C 3.331 -10.415 22.503
C 4.112 -9.405 21.761
C 4.557 -10.085 20.443
O 5.430 -9.202 19.853
C 6.030 -9.702 18.628
N 3.260 -8.186 21.644
H 3.781 -11.407 22.460
H 2.306 -10.551 22.155
H 3.293 -10.186 23.568
H 5.032 -9.101 22.261
H 3.707 -10.244 19.780
H 5.059 -11.027 20.667
H 6.917 -9.140 18.335
H 5.307 -9.427 17.859
H 6.199 -10.778 18.652
H 3.009 -7.799 22.543
H 3.837 -7.459 21.246
C 2.361 -5.738 15.513
C 0.925 -5.746 16.102
C 0.303 -7.142 15.928
O -0.040 -7.326 14.534
C -0.040 -8.602 14.030
N 1.087 -5.371 17.487
H 2.823 -4.755 15.604
H 2.502 -6.251 14.562
H 2.913 -6.327 16.246
H 0.290 -5.007 15.612
H -0.591 -7.126 16.552
H 1.040 -7.861 16.286
H -0.620 -8.600 13.108
H -0.473 -9.361 14.683
H 0.972 -9.004 13.984
H 1.646 -6.059 17.971
H 0.183 -5.536 17.906
C 2.693 -7.576 18.698
O 2.306 -6.909 17.753
N 3.897 -8.066 18.778
N 1.930 -7.881 19.728
H 4.244 -8.527 19.607
H 4.490 -7.623 18.092
H 2.316 -8.436 20.479
H 1.026 -7.445 19.618
*
```



Entry 4:
Formula: C21H60AlFN9O6P3
Source: the Open Molecules 2025 dataset
Level of theory: ωB97M-V with the def2-TZVPD basis set

Computed properties:
HOMO energy (spin up / spin down): -10.30 / -10.21 eV
E_LUMO (spin up / spin down): -2.1 / -6.9 eV

```
! RIJCOSX wB97M-V def2-TZVPD def2/J DEFGRID3
* xyz 1 2
Al -15.608 -7.907 -0.200
F -13.921 -8.897 2.066
O -13.896 -10.201 -0.992
P -12.852 -11.267 -0.926
N -11.290 -10.710 -0.466
C -10.077 -11.438 -0.704
C -11.150 -9.587 0.440
N -12.532 -11.906 -2.436
C -11.832 -11.134 -3.545
C -13.586 -12.731 -3.044
N -13.117 -12.633 0.061
C -13.783 -12.397 1.341
C -12.258 -13.833 -0.124
H -10.132 -12.024 -1.622
H -9.826 -12.105 0.120
H -9.426 -10.596 -0.944
H -10.247 -9.021 0.212
H -11.192 -10.011 1.443
H -11.960 -8.873 0.295
H -10.973 -10.525 -3.263
H -11.432 -11.759 -4.342
H -12.534 -10.430 -3.992
H -13.110 -13.680 -3.292
H -14.345 -13.143 -2.378
H -14.017 -12.168 -3.872
H -13.083 -12.461 2.173
H -14.313 -11.446 1.283
H -14.656 -13.040 1.457
H -12.682 -14.699 0.384
H -11.177 -13.731 -0.028
H -12.350 -14.141 -1.165
O -13.346 -6.127 -0.967
P -11.936 -5.616 -0.916
N -10.704 -6.778 -1.348
C -10.922 -7.798 -2.475
C -9.245 -6.345 -1.306
N -11.560 -5.068 0.640
C -11.208 -6.041 1.713
C -12.206 -3.855 1.112
N -11.683 -4.344 -2.067
C -12.121 -4.738 -3.410
C -10.509 -3.425 -2.023
H -10.977 -7.369 -3.475
H -11.812 -8.403 -2.302
H -10.097 -8.504 -2.559
H -8.586 -7.207 -1.203
H -9.126 -5.656 -0.470
H -9.000 -5.819 -2.229
H -12.058 -6.679 1.953
H -10.303 -6.602 1.479
H -10.958 -5.494 2.622
H -13.093 -4.105 1.694
H -11.458 -3.425 1.778
H -12.432 -3.089 0.370
H -12.984 -5.402 -3.368
H -12.256 -3.811 -3.968
H -11.343 -5.283 -3.945
H -10.769 -2.510 -1.490
H -9.993 -3.229 -2.964
H -9.814 -3.978 -1.391
O -17.345 -9.969 1.502
P -18.002 -11.115 2.166
N -19.181 -10.688 3.292
C -20.009 -11.646 4.027
C -19.076 -9.348 3.925
N -16.845 -11.936 3.146
C -17.144 -13.208 3.808
C -15.800 -11.223 3.960
N -18.617 -12.333 1.122
C -19.938 -12.138 0.491
C -17.735 -13.362 0.436
H -19.901 -12.642 3.598
H -21.065 -11.378 3.987
H -19.615 -11.696 5.042
H -18.194 -9.342 4.565
H -20.007 -9.018 4.388
H -18.891 -8.662 3.099
H -17.134 -13.104 4.893
H -18.127 -13.583 3.521
H -16.405 -13.969 3.557
H -14.933 -11.856 4.152
H -15.412 -10.353 3.431
H -16.163 -10.770 4.882
H -20.478 -11.416 1.103
H -19.832 -11.699 -0.501
H -20.534 -13.039 0.341
H -18.286 -14.176 -0.035
H -17.025 -13.779 1.150
H -17.272 -12.881 -0.426
C -14.886 -6.719 4.501
O -15.925 -5.874 4.214
C -16.884 -6.086 3.293
O -16.700 -6.755 2.277
O -17.939 -5.444 3.714
C -19.062 -5.306 2.900
H -15.137 -7.779 4.506
H -14.687 -6.589 5.565
H -13.930 -6.479 4.037
H -18.922 -4.599 2.082
H -19.949 -4.987 3.447
H -19.202 -6.188 2.276
*
```



Entry 5:
Formula: C21H60N2O10
Source: the Open Molecules 2025 dataset
Level of theory: ωB97M-V with the def2-TZVPD basis set

Computed properties:
HOMO energy: -8.01 eV
energy relative to the best compared isomer or geometry (same formula, charge and spin): 0.0 kJ/mol
E_LUMO: 0.3 eV

```
! RIJCOSX wB97M-V def2-TZVPD def2/J DEFGRID3
* xyz 0 1
C -4.947 2.635 -0.306
C -4.034 1.811 0.606
C -3.313 2.755 1.556
C -4.891 0.847 1.418
C -5.281 -0.455 0.722
C -4.178 -1.117 -0.096
C -3.312 -0.165 -0.919
C -1.938 -0.805 -1.119
C -3.964 0.136 -2.283
N -3.062 1.042 -0.144
O -2.157 1.895 -0.840
H -5.464 1.999 -1.029
H -5.673 3.232 0.246
H -4.354 3.309 -0.935
H -2.460 2.252 2.022
H -2.881 3.598 1.012
H -4.007 3.117 2.313
H -4.479 0.654 2.411
H -5.838 1.364 1.610
H -5.556 -1.152 1.518
H -6.180 -0.331 0.112
H -4.656 -1.818 -0.782
H -3.557 -1.685 0.602
H -1.267 -0.171 -1.698
H -2.010 -1.770 -1.630
H -1.506 -0.988 -0.133
H -3.653 -0.625 -3.004
H -3.584 1.086 -2.659
H -5.051 0.134 -2.225
H -1.349 1.787 -0.327
C 4.552 0.749 -2.470
C 3.996 1.950 -1.705
C 5.171 2.894 -1.405
C 2.979 2.655 -2.598
C 2.067 3.629 -1.874
C 1.356 2.883 -0.752
C 2.313 2.213 0.231
C 2.962 3.276 1.131
C 1.507 1.246 1.101
N 3.317 1.438 -0.503
O 4.208 0.795 0.372
H 4.906 1.070 -3.449
H 5.336 0.259 -1.890
H 3.778 -0.009 -2.617
H 5.814 2.516 -0.606
H 5.815 3.013 -2.279
H 4.864 3.905 -1.130
H 3.557 3.165 -3.375
H 2.360 1.920 -3.122
H 2.583 4.530 -1.537
H 1.324 3.970 -2.600
H 0.690 2.164 -1.234
H 0.780 3.606 -0.169
H 2.206 3.839 1.680
H 3.534 3.977 0.525
H 3.630 2.831 1.869
H 2.116 0.886 1.932
H 1.176 0.393 0.507
H 0.629 1.737 1.526
H 4.747 1.475 0.804
C -1.568 -0.091 3.254
O -0.747 -1.187 3.588
H -2.118 0.226 4.137
H -0.992 0.766 2.876
H -2.287 -0.321 2.453
H -0.136 -1.334 2.854
C 1.983 -5.227 1.170
O 3.343 -4.896 0.888
H 1.366 -5.178 0.277
H 1.932 -6.246 1.569
H 1.633 -4.533 1.930
H 3.516 -4.999 -0.050
C 0.755 -3.069 -2.877
O 1.150 -3.641 -1.629
H 0.959 -1.997 -2.866
H 1.307 -3.548 -3.690
H -0.306 -3.236 -3.043
H 2.010 -3.258 -1.414
O -1.294 -4.342 -0.146
H -1.829 -5.141 -0.150
H -0.621 -4.487 -0.824
O 0.521 -2.061 1.165
H 0.140 -2.746 0.603
H 1.431 -1.952 0.842
O 2.904 -1.758 -0.294
H 3.049 -0.818 -0.496
H 3.724 -2.050 0.118
O -2.386 -3.376 2.294
H -1.851 -2.749 2.795
H -1.772 -3.767 1.662
O 2.547 -1.395 3.508
H 1.866 -1.407 2.829
H 2.097 -1.727 4.290
*
```



Here are the calculated largest force on an atom numbers, same order: 3.3, 2.1, 12.7, 2.7, 1.4 (eV Å⁻¹).